1.
This record from the Open Molecules 2025 dataset describes 11 unconnected molecules or ions with the total composition C58H75N7O22 in a non-equilibrium geometry. The level of theory is wB97M-V/def2-TZVPD.

```
162
C58H75N7O22 (wB97M-V/def2-TZVPD)
C 1.152 -0.621 -2.274
C -0.150 -0.860 -1.919
C -0.653 -0.533 -0.685
C 0.252 -0.239 0.349
C 1.582 -0.013 0.054
C 2.020 -0.099 -1.267
N -0.208 -0.056 1.742
O 0.538 0.554 2.452
O -1.384 -0.333 2.089
H 1.443 -1.044 -3.224
H -0.796 -1.164 -2.730
H -1.707 -0.685 -0.506
H 2.272 0.289 0.829
H 3.061 0.106 -1.465
C -1.850 4.390 4.475
C -2.775 5.178 3.806
C -3.501 4.716 2.696
C -3.217 3.464 2.193
C -2.303 2.639 2.821
C -1.604 3.135 3.976
N -3.909 2.938 0.954
O -4.380 3.802 0.184
O -3.968 1.675 0.870
H -1.064 4.770 5.111
H -2.753 6.217 4.103
H -4.067 5.370 2.050
H -2.164 1.657 2.393
H -0.948 2.460 4.505
C 5.213 0.545 0.682
C 5.935 1.054 -0.386
C 7.217 1.651 -0.220
C 7.760 1.644 1.129
C 7.023 1.057 2.208
C 5.803 0.492 1.981
N 9.020 2.355 1.374
O 9.164 3.049 2.344
O 9.855 2.205 0.517
H 4.237 0.108 0.527
H 5.445 1.189 -1.339
H 7.903 1.819 -1.037
H 7.387 1.060 3.225
H 5.232 -0.074 2.702
C 0.508 -4.848 0.351
C -0.170 -4.827 1.569
C 0.277 -3.853 2.531
C 1.332 -2.920 2.202
C 1.932 -3.003 0.965
C 1.545 -3.958 0.062
N 1.855 -1.922 3.255
O 1.313 -1.876 4.401
O 2.758 -1.176 2.867
H 0.105 -5.519 -0.394
H -1.132 -5.308 1.671
H -0.234 -3.845 3.482
H 2.804 -2.403 0.749
H 1.989 -4.064 -0.917
C -3.685 -3.772 0.201
C -3.306 -2.596 0.776
C -4.328 -1.748 1.158
C -5.708 -2.031 0.941
C -6.074 -3.244 0.365
C -4.993 -4.120 0.008
N -6.729 -1.042 1.361
O -6.477 0.175 1.080
O -7.731 -1.472 1.801
H -2.858 -4.365 -0.162
H -2.265 -2.339 0.904
H -4.205 -0.795 1.652
H -7.103 -3.552 0.248
H -5.242 -5.079 -0.422
C 2.837 -0.771 -8.368
C 3.098 -1.459 -7.192
C 3.664 -0.937 -6.112
C 3.908 0.457 -6.147
C 3.645 1.278 -7.341
C 3.090 0.586 -8.429
N 4.303 1.078 -4.821
O 4.500 2.337 -4.935
O 4.517 0.475 -3.757
H 2.369 -1.320 -9.172
H 2.714 -2.459 -7.054
H 3.758 -1.584 -5.253
H 3.698 2.355 -7.389
H 2.821 1.120 -9.328
C 8.564 -2.967 -3.640
C 7.696 -3.915 -4.257
C 6.314 -3.933 -4.019
C 5.808 -3.000 -3.052
C 6.610 -2.027 -2.479
C 7.958 -2.005 -2.784
N 4.476 -3.074 -2.603
O 3.665 -3.721 -3.234
O 4.065 -2.356 -1.687
H 9.619 -3.052 -3.853
H 8.135 -4.607 -4.961
H 5.644 -4.570 -4.577
H 6.212 -1.406 -1.691
H 8.639 -1.345 -2.268
C 3.104 3.122 3.149
O 3.766 2.551 4.144
C 3.087 1.839 5.160
C 1.985 2.788 5.883
O 2.635 3.974 6.293
C 1.904 5.124 6.578
H 3.634 3.141 2.196
H 2.971 4.191 3.314
H 2.096 2.725 3.036
H 4.003 1.607 5.703
H 2.611 0.939 4.770
H 1.530 2.257 6.719
H 1.147 3.010 5.221
H 2.618 5.908 6.833
H 1.356 4.914 7.496
H 1.182 5.320 5.785
C -8.108 -4.122 5.429
O -6.972 -3.542 4.757
C -6.534 -2.271 5.164
C -5.094 -1.996 4.663
O -4.543 -1.053 5.569
C -3.217 -0.463 5.195
H -9.053 -3.601 5.585
H -7.724 -4.371 6.418
H -8.435 -5.017 4.899
H -6.484 -2.388 6.247
H -7.181 -1.421 4.946
H -5.194 -1.507 3.694
H -4.591 -2.958 4.564
H -2.753 -0.157 6.133
H -3.428 0.394 4.557
H -2.529 -1.118 4.662
C -1.043 3.027 -1.146
O -1.746 2.725 -2.298
C -0.921 2.571 -3.465
C -1.378 1.629 -4.535
O -0.366 1.811 -5.525
C -0.611 1.102 -6.755
H -0.719 2.092 -0.689
H -1.651 3.499 -0.374
H -0.188 3.663 -1.376
H 0.047 2.145 -3.198
H -0.923 3.623 -3.749
H -2.424 1.756 -4.817
H -1.276 0.680 -4.008
H -0.942 0.093 -6.510
H 0.275 0.883 -7.351
H -1.319 1.494 -7.486
C -4.796 -1.632 -3.236
O -3.905 -0.542 -3.120
C -4.188 0.312 -2.037
C -4.857 1.602 -2.430
O -6.211 1.290 -2.709
C -7.133 2.332 -2.414
H -4.286 -2.523 -3.602
H -5.589 -1.393 -3.944
H -5.155 -2.064 -2.302
H -3.144 0.452 -1.754
H -4.535 -0.267 -1.181
H -4.578 2.002 -3.405
H -4.584 2.449 -1.799
H -7.118 2.721 -1.396
H -8.129 1.944 -2.629
H -7.014 3.164 -3.109
```

Properties
Orbital gap in eV: 7.56
Structure (SMILES): O=[N+]([O-])c1ccccc1.O=[N+]([O-])c1ccccc1.O=[N+]([O-])c1ccccc1.O=[N+]([O-])c1ccccc1.O=[N+]([O-])c1ccccc1.O=[N+]([O-])c1ccccc1.O=[N+]([O-])c1ccccc1.COCCOC.COCCOC.COCCOC.COCCOC
HOMO energy in eV: -8.94
LUMO level in eV: -1.37

Atom charges from the Mulliken analysis, given in e for atoms 1 to 5: C -0.23; C -1.03; C 0.00; C -0.02; C -0.71

2.
This record from the Open Molecules 2025 dataset describes C9H9NO in the gas phase in a non-equilibrium geometry. The level of theory is wB97M-V/def2-TZVPD.

```
20
C9H9NO (wB97M-V/def2-TZVPD)
C -2.478 0.559 -0.010
C -0.814 -1.061 -0.016
C -2.145 -0.889 -0.020
C -1.251 1.127 -0.017
C -0.634 2.402 0.122
C 0.705 2.272 0.024
C 0.969 0.822 -0.048
C 2.439 0.057 -0.108
C 2.351 -1.422 0.115
N -0.226 0.188 -0.062
O -3.148 -1.842 -0.017
H -3.499 0.891 -0.076
H -0.126 -1.877 -0.060
H -1.171 3.289 -0.040
H 1.575 2.961 0.160
H 3.272 0.632 -0.396
H 1.536 -1.890 -0.371
H 2.190 -1.559 1.163
H 3.221 -1.978 -0.209
H -2.767 -2.681 -0.132
```

Properties
Orbital gap (spin up / spin down) in eV: 7.38 / 7.17
Structure (SMILES): C/C=c1/ccc2cc(O)cn12
HOMO energy (spin up / spin down) in eV: -7.75 / -7.15
LUMO level (spin up / spin down) in eV: -0.37 / 0.02

Atom charges from the natural (NBO) analysis, given in e for atoms 1 to 5: C -0.30; C -0.17; C 0.26; C 0.10; C -0.20

3.
This record from the Open Molecules 2025 dataset describes C21H25N3O2S3 in the gas phase in a non-equilibrium geometry. The level of theory is wB97M-V/def2-TZVPD.

```
54
C21H25N3O2S3 (wB97M-V/def2-TZVPD)
C 7.650 3.263 -3.941
C 6.528 3.211 -2.978
N 6.042 2.145 -2.469
C 5.010 2.390 -1.607
C 4.706 3.718 -1.461
S 5.735 4.689 -2.427
H 3.946 4.154 -0.846
C 4.361 1.290 -0.948
C 4.676 -0.039 -1.075
C 3.855 -0.870 -0.293
C 2.932 -0.172 0.424
S 3.035 1.522 0.155
S 1.674 -0.822 1.491
O 1.560 0.059 2.617
O 1.981 -2.203 1.709
N 0.347 -0.685 0.506
C -0.515 0.457 0.693
H 0.129 1.332 0.801
C -1.441 0.375 1.915
N -2.201 -0.857 1.916
C -3.466 -0.800 2.619
H -3.817 0.234 2.639
C -4.526 -1.651 1.896
C -4.870 -1.018 0.580
C -5.883 -0.071 0.497
C -6.165 0.560 -0.702
C -5.429 0.258 -1.835
C -4.416 -0.683 -1.762
C -4.141 -1.317 -0.563
H -3.355 -2.053 -0.509
H -3.841 -0.925 -2.645
H -5.646 0.752 -2.771
H -6.960 1.290 -0.752
H -6.460 0.171 1.379
H -4.133 -2.656 1.742
H -5.414 -1.715 2.527
H -3.374 -1.142 3.663
C -1.381 -2.004 2.273
H -1.955 -2.685 2.909
C -0.887 -2.796 1.059
H -1.715 -3.342 0.604
H -0.152 -3.517 1.419
C -0.238 -1.901 -0.007
H 0.562 -2.451 -0.509
H -0.977 -1.600 -0.753
H -0.501 -1.679 2.848
H -2.130 1.221 1.858
H -0.825 0.481 2.822
H -1.117 0.565 -0.214
H 3.934 -1.940 -0.234
H 5.472 -0.383 -1.709
H 8.472 3.849 -3.533
H 7.993 2.253 -4.145
H 7.330 3.733 -4.870
```

Properties
Orbital gap in eV: 8.26
Structure (SMILES): Cc1nc(-c2ccc(S(=O)(=O)N3CCCN(CCc4ccccc4)CC3)s2)cs1
HOMO energy in eV: -8.16
LUMO level in eV: 0.10

Atom charges from the natural (NBO) analysis, given in e for atoms 1 to 5: C -0.66; C 0.11; N -0.43; C 0.07; C -0.43

4.
This record from the Open Molecules 2025 dataset describes CH3NOS2 in the gas phase in a non-equilibrium geometry. The level of theory is wB97M-V/def2-TZVPD.

```
8
CH3NOS2 (wB97M-V/def2-TZVPD)
C -0.524 -0.331 0.371
N 0.322 -0.388 -0.548
O 1.221 1.684 0.538
S 3.884 -0.427 0.247
S 1.646 0.642 -0.359
H -1.457 -0.995 0.465
H -0.285 0.411 1.236
H 1.305 1.070 -1.547
```

Properties
Orbital gap (spin up / spin down) in eV: 7.29 / 7.30
Structure (SMILES): C=N[S@@H](=O)=S
HOMO energy (spin up / spin down) in eV: -9.35 / -9.34
LUMO level (spin up / spin down) in eV: -2.07 / -2.04

Atom charges from the natural (NBO) analysis, given in e for atoms 1 to 5: C -0.01; N -0.65; O -0.93; S -0.33; S 1.46

5.
This record from the Open Molecules 2025 dataset describes a molecular structure, C33H36F6Ge2N5O7S2SiTi in a non-equilibrium geometry. The level of theory is wB97M-V/def2-TZVPD.

```
93
C33H36F6Ge2N5O7S2SiTi (wB97M-V/def2-TZVPD)
Ti 0.314 1.284 0.993
O 1.295 3.456 4.323
C 1.199 2.551 3.502
N 1.312 2.689 2.089
C 2.207 3.496 1.493
O 2.782 4.497 1.886
C 2.619 2.908 0.145
C 3.479 3.602 -0.688
C 3.921 2.994 -1.847
C 3.509 1.699 -2.128
C 2.638 1.081 -1.252
N 2.182 1.672 -0.144
C 1.040 1.147 3.803
C 0.972 0.648 5.119
C 0.982 -0.699 5.340
C 1.047 -1.581 4.215
C 1.062 -1.037 2.960
N 1.069 0.283 2.714
H 3.770 4.599 -0.387
H 4.584 3.518 -2.526
H 3.829 1.170 -3.016
H 2.285 0.077 -1.440
H 0.919 1.371 5.923
H 0.928 -1.095 6.347
H 1.051 -2.657 4.334
H 1.047 -1.669 2.079
F -4.368 3.025 2.381
C -3.742 3.778 1.468
F -4.308 4.992 1.480
F -3.927 3.238 0.271
S -1.951 3.908 1.887
O -1.479 2.558 1.642
O -1.949 4.407 3.222
N -1.423 4.971 0.876
S -0.914 4.649 -0.581
O -1.901 4.834 -1.599
O -0.035 3.508 -0.655
C 0.204 6.101 -0.789
F 1.106 6.196 0.174
F -0.497 7.241 -0.836
F 0.849 5.970 -1.961
C -3.938 -0.075 1.010
Si -2.381 -0.617 1.916
C -2.466 -0.052 3.701
C -2.346 -2.508 1.929
O -1.063 -0.052 1.158
H -4.753 -0.787 1.174
H -3.743 -0.019 -0.063
H -4.274 0.909 1.339
H -3.377 -0.437 4.172
H -2.469 1.036 3.786
H -1.607 -0.430 4.263
H -3.291 -2.940 1.586
H -2.130 -2.891 2.930
H -1.565 -2.866 1.259
C 1.166 -4.277 1.207
Ge 1.615 -3.358 -0.501
C 2.130 -4.964 -1.590
C 3.349 -2.453 -0.156
Ge 0.054 -1.300 -1.358
C -1.634 -2.288 -1.763
C -2.644 -1.734 -2.552
C -3.792 -2.449 -2.864
C -3.965 -3.741 -2.385
C -2.978 -4.307 -1.591
C -1.829 -3.585 -1.291
C 0.871 -1.048 -3.198
C 1.932 -1.851 -3.623
C 2.570 -1.654 -4.843
C 2.158 -0.633 -5.686
C 1.106 0.182 -5.288
C 0.478 -0.022 -4.066
H 2.102 -4.588 1.680
H 0.577 -5.171 0.989
H 0.610 -3.669 1.915
H 2.873 -5.538 -1.027
H 2.554 -4.714 -2.563
H 1.257 -5.600 -1.755
H 3.975 -3.065 0.498
H 3.196 -1.486 0.327
H 3.886 -2.287 -1.093
H -2.544 -0.718 -2.916
H -4.560 -1.989 -3.476
H -4.866 -4.297 -2.619
H -3.103 -5.308 -1.195
H -1.076 -4.045 -0.661
H 2.284 -2.652 -2.987
H 3.392 -2.301 -5.130
H 2.651 -0.470 -6.637
H 0.774 0.991 -5.929
H -0.325 0.646 -3.781
N -1.632 1.499 -1.582
C -0.916 0.595 -1.485
```

Properties
Orbital gap (spin up / spin down) in eV: 4.47 / 7.96
Charge: -2
HOMO energy (spin up / spin down) in eV: -0.28 / -3.82
2S+1: 4
LUMO level (spin up / spin down) in eV: 4.19 / 4.15

Atom charges from the Mulliken analysis, given in e for atoms 1 to 5: Ti -0.28; O -0.79; C -0.37; N 0.72; C -0.27

6.
This record from the Open Molecules 2025 dataset describes C8H9BrN2 in the gas phase in a non-equilibrium geometry. The level of theory is wB97M-V/def2-TZVPD.

```
20
C8H9BrN2 (wB97M-V/def2-TZVPD)
C -1.989 -2.260 0.053
C 0.137 -2.609 0.596
C -1.034 -3.326 0.317
C 1.000 1.167 0.001
C 0.611 -0.208 0.617
C 2.110 0.162 0.323
C -0.822 2.819 -0.685
C 0.653 2.538 -0.401
N -1.455 -1.060 0.057
N -0.213 -1.284 0.414
Br -1.427 -5.154 0.215
H -2.962 -2.489 -0.269
H 0.925 -2.820 1.259
H 2.491 -0.298 -0.628
H 2.722 0.538 1.194
H -1.072 1.967 -1.283
H -1.030 3.773 -1.226
H -1.392 2.821 0.245
H 1.172 3.179 0.357
H 1.572 2.545 -1.155
```

Properties
Orbital gap (spin up / spin down) in eV: 6.99 / 8.18
HOMO energy (spin up / spin down) in eV: -6.08 / -9.21
2S+1: 3
LUMO level (spin up / spin down) in eV: 0.92 / -1.03

Atom charges from the natural (NBO) analysis, given in e for atoms 1 to 5: C -0.05; C -0.10; C -0.22; C 0.06; C 0.16